[1]
Formula: C34H34N2O2
Source: the Open Molecules 2025 dataset
Level of theory: wB97M-V/def2-TZVPD

Each line ends with the Löwdin charge.
Positions of all 72 atoms, in Å:
C 7.55546 -2.60830 0.11829  -0.08
N 6.95203 -2.01029 -1.06544  -0.25
C 7.47705 -2.57737 -2.29988  -0.08
C 5.70945 -1.35531 -1.03144  -0.23
C 5.63351 0.06747 -1.02848  0.02
C 4.41470 0.70849 -1.05697  0.00
C 3.19472 -0.01993 -1.07077  -0.20
C 1.94362 0.66227 -1.12310  0.06
C 0.70511 0.02703 -1.06546  -0.05
C -0.47431 0.60160 -1.52774  0.07
C -1.68831 -0.13627 -1.69266  -0.20
C -2.68344 0.21887 -2.64029  0.01
C -3.82309 -0.54182 -2.79608  0.02
C -4.05244 -1.68189 -1.97424  -0.23
N -5.25195 -2.39974 -2.05043  -0.25
C -5.38232 -3.65712 -2.76632  -0.08
C -6.39505 -2.09690 -1.20149  -0.07
C -3.05009 -2.05532 -1.04849  0.01
C -1.91039 -1.29073 -0.90479  0.00
C 3.27718 -1.44154 -1.07068  0.00
C 4.49822 -2.08882 -1.02454  0.01
H 7.08050 -2.24354 1.03901  0.09
H 7.48121 -3.70856 0.07386  0.08
H 8.62537 -2.35327 0.14038  0.08
H 6.93931 -2.17670 -3.16856  0.09
H 8.54414 -2.32602 -2.38521  0.08
H 7.39168 -3.67730 -2.28431  0.08
H 6.56641 0.63546 -1.00682  0.12
H 4.36266 1.79660 -1.07551  0.12
H 1.94131 1.74904 -1.22776  0.13
H 0.66975 -0.99055 -0.66367  0.10
H -0.43718 1.63798 -1.85375  0.14
H -2.53035 1.10746 -3.25280  0.13
H -4.58475 -0.28155 -3.53813  0.12
H -4.48394 -3.86428 -3.36035  0.09
H -5.55826 -4.48655 -2.06280  0.08
H -6.25279 -3.59987 -3.43605  0.08
H -6.23560 -1.16678 -0.63532  0.09
H -7.29158 -1.99013 -1.83129  0.08
H -6.57829 -2.92817 -0.49910  0.08
H -3.19749 -2.94502 -0.42869  0.13
H -1.17258 -1.56705 -0.15630  0.11
H 2.36402 -2.03072 -1.11911  0.11
H 4.54297 -3.18186 -0.98516  0.13
C -6.23578 1.39634 2.32378  -0.11
C -5.10897 1.21910 3.13270  -0.10
C -3.85197 1.65854 2.69481  -0.04
C -3.67203 2.23825 1.42710  -0.13
C -2.31447 2.62915 0.82136  -0.40
C -1.13946 2.39823 1.61695  -0.01
C 0.18364 2.81532 1.24622  -0.40
C 1.29735 2.65895 2.29232  -0.13
C 1.12906 2.06771 3.55596  -0.04
C 2.21211 1.84048 4.41452  -0.09
C 3.49996 2.24062 4.04074  -0.11
C 3.69226 2.87491 2.80305  -0.10
C 2.59981 3.09660 1.95494  -0.04
O 0.49435 3.25709 0.12159  -0.04
O -2.30182 3.08825 -0.33689  -0.02
C -4.83140 2.44436 0.64387  -0.03
C -6.09559 2.01862 1.07319  -0.10
H -7.21759 1.06079 2.66117  0.09
H -5.20102 0.73770 4.10762  0.10
H -2.98945 1.55214 3.34660  0.09
H -1.25355 1.85199 2.54015  0.04
H 0.12866 1.78067 3.86884  0.09
H 2.04553 1.34789 5.37450  0.10
H 4.34674 2.06576 4.70596  0.09
H 4.69535 3.19888 2.49841  0.10
H 2.76452 3.60479 1.00087  0.11
H -4.74117 2.94391 -0.32496  0.11
H -6.97121 2.17994 0.43309  0.10

Output
Total charge: 0
Orbital gap (eV): 3.89
HOMO level (eV): -6.50



[2]
Formula: C34H34N3S
Source: the Open Molecules 2025 dataset
Level of theory: wB97M-V/def2-TZVPD

Each line ends with the Löwdin charge.
Positions of all 72 atoms, in Å:
C 1.34800 -2.51085 5.07166  -0.02
N 1.26475 -1.06912 4.86134  -0.12
C 2.39156 -0.24965 4.92126  -0.24
C 2.06871 1.10327 4.72992  -0.45
C 3.08549 2.05577 4.62571  -0.08
C 4.41676 1.61628 4.61366  -0.09
C 4.74060 0.25132 4.73444  -0.08
C 3.72075 -0.69497 4.93354  -0.02
S 0.33559 1.30980 4.50824  1.09
C 0.07183 -0.43152 4.59706  -0.48
C -1.14132 -1.07985 4.40026  -0.11
C -2.41386 -0.45791 4.65750  -0.26
C -2.58230 0.63097 5.55647  -0.08
C -3.73850 1.40118 5.51138  -0.08
C -4.80885 1.01478 4.69044  -0.10
C -4.72755 -0.16955 3.93632  -0.10
C -3.55764 -0.91177 3.95716  -0.07
H 0.34502 -2.89863 5.26550  0.08
H 1.77293 -3.02232 4.19552  0.10
H 1.98761 -2.73549 5.93682  0.10
H 2.81355 3.10072 4.54112  0.11
H 5.22848 2.34193 4.50392  0.11
H 5.78143 -0.07500 4.68024  0.10
H 3.92894 -1.76001 5.06260  0.10
H -1.13856 -2.10675 4.01821  0.10
H -1.80619 0.83274 6.29925  0.10
H -3.81567 2.29545 6.13379  0.11
H -5.70074 1.63403 4.63861  0.10
H -5.58094 -0.51731 3.34044  0.09
H -3.47864 -1.86453 3.41212  0.10
C -7.40868 -4.38715 -2.40162  -0.01
N -6.71902 -3.60607 -1.40067  -0.11
C -7.44278 -2.92761 -0.34597  -0.12
C -6.35150 -2.16561 0.43914  -0.09
C -5.08240 -2.51217 -0.25084  -0.15
C -5.38339 -3.37134 -1.33807  -0.15
C -4.34765 -3.87983 -2.14622  0.02
C -3.03828 -3.55244 -1.83414  0.00
C -2.70916 -2.57597 -0.82710  -0.19
C -1.39932 -2.09243 -0.57412  0.08
C -0.24780 -2.17786 -1.40350  -0.19
C 1.00356 -1.70748 -0.88222  0.04
C 2.16368 -1.85642 -1.60387  -0.15
C 2.16463 -2.50382 -2.86883  -0.15
N 3.43722 -2.62026 -3.33691  -0.11
C 3.85270 -3.30519 -4.53955  -0.02
C 4.40985 -2.04920 -2.42547  -0.12
C 3.56488 -1.51929 -1.24552  -0.09
C 0.94964 -2.93347 -3.43435  0.02
C -0.22932 -2.67510 -2.75757  0.00
C -3.79132 -2.09507 -0.01307  0.05
H -6.69799 -4.73292 -3.16128  0.08
H -7.90718 -5.26512 -1.96508  0.10
H -8.18822 -3.79110 -2.89825  0.10
H -8.18705 -2.23631 -0.75996  0.13
H -7.97015 -3.64383 0.29585  0.13
H -6.53787 -1.08616 0.41172  0.13
H -6.33282 -2.48084 1.48764  0.12
H -4.57113 -4.52387 -2.99368  0.11
H -2.23279 -4.04331 -2.36905  0.10
H -1.26077 -1.55881 0.37247  0.13
H 1.04974 -1.22343 0.10019  0.14
H 3.00409 -3.83754 -4.98526  0.09
H 4.25932 -2.61168 -5.29009  0.10
H 4.64589 -4.03474 -4.31833  0.10
H 5.12400 -2.80965 -2.08372  0.13
H 4.97745 -1.24424 -2.90688  0.13
H 3.70396 -0.44225 -1.11787  0.13
H 3.85507 -2.01533 -0.31429  0.13
H 0.93722 -3.43102 -4.40602  0.11
H -1.17649 -2.83286 -3.26534  0.10
H -3.61275 -1.36059 0.77976  0.13

Output
Total charge: +1
Orbital gap (eV): 4.27
Relative energy (zero: lowest compared OMol25 entry of this formula, charge and spin) (eV): 0.569
HOMO level (eV): -8.45



[3]
Formula: C34H34N6OPtS2
Source: the Open Molecules 2025 dataset
Level of theory: wB97M-V/def2-TZVPD

Each line ends with the Löwdin charge.
Positions of all 78 atoms, in Å:
Pt -0.17802 -0.24042 0.06726  1.17
S -6.44960 1.49348 -2.82591  1.09
C -6.33084 1.81800 -4.48967  -0.38
C -5.05221 1.70622 -4.94259  -0.16
C -4.15328 1.34824 -3.91167  -0.12
C -4.75774 1.19417 -2.69238  -0.49
C -4.14827 0.83751 -1.41147  -0.17
C -2.77856 0.52579 -1.34295  -0.02
N -2.14884 0.19639 -0.22948  -0.05
C -2.86049 0.14466 0.92013  -0.15
C -4.22142 0.43103 0.96393  -0.11
C -4.89441 0.34772 2.23466  0.02
C -4.22962 0.00248 3.35480  0.02
C -2.82220 -0.30202 3.32186  -0.11
C -2.08092 -0.66633 4.44874  0.06
C -0.73480 -0.95262 4.33859  -0.17
C -0.17224 -0.87019 3.05241  -0.03
N -0.84657 -0.52007 1.97141  -0.04
C -2.16165 -0.22974 2.09902  -0.15
C 0.09607 -1.33165 5.48140  -0.49
C 1.44823 -1.54611 5.51919  -0.11
C 1.92546 -1.89142 6.80469  -0.16
C 0.92571 -1.93505 7.72692  -0.38
S -0.58661 -1.56093 7.04733  1.09
C -4.85848 0.78211 -0.22928  0.06
H -7.21235 2.07480 -5.05568  0.08
H -4.76854 1.87224 -5.97097  0.11
H -3.09343 1.21488 -4.08423  0.11
H -2.20000 0.54006 -2.25385  0.10
H -5.95385 0.56809 2.26851  0.13
H -4.74537 -0.05872 4.30478  0.13
H -2.56922 -0.72525 5.41487  0.12
H 0.87067 -1.11703 2.92916  0.10
H 2.10099 -1.45821 4.66072  0.11
H 2.95910 -2.09872 7.03782  0.12
H 1.00389 -2.17219 8.77624  0.08
H -5.91815 1.01040 -0.22314  0.12
N 1.82927 -0.62300 0.44881  -0.10
C 2.50456 -1.61105 -0.43589  -0.20
C 2.58021 -1.10804 -1.86624  -0.17
C 1.23601 -0.89373 -2.53791  -0.21
N 0.46785 0.18939 -1.85968  -0.09
H 2.27176 0.29796 0.37685  0.09
H 1.96783 -0.89910 1.41447  0.08
H 1.94867 -2.54640 -0.38235  0.13
H 3.51367 -1.79425 -0.06613  0.13
H 3.13829 -1.83800 -2.45204  0.13
H 3.15685 -0.17663 -1.89716  0.13
H 0.63472 -1.80129 -2.50728  0.12
H 1.39268 -0.62405 -3.58255  0.13
H -0.30514 0.46825 -2.45349  0.08
H 1.05241 1.02452 -1.76967  0.10
C 0.08533 6.53116 1.85987  0.02
N 0.50972 5.14519 1.98806  -0.06
N 0.77005 4.36626 0.87483  0.06
C 0.78344 3.03039 1.25278  -0.42
O 1.11505 2.11318 0.47451  -0.09
C 0.40546 3.02164 2.62508  0.06
C 0.23710 4.32603 3.01996  -0.26
C -0.20022 4.86871 4.33658  0.00
C 1.47337 4.88823 -0.24820  -0.21
C 1.06318 4.52038 -1.52050  -0.02
C 1.76402 4.98449 -2.62375  -0.07
C 2.85545 5.82615 -2.45757  -0.07
C 3.25236 6.19690 -1.18065  -0.06
C 2.57044 5.71991 -0.07082  -0.02
H 0.51578 6.95919 0.96043  0.09
H 0.44460 7.09229 2.71825  0.10
H -1.00170 6.60907 1.80058  0.10
H 0.31547 2.14764 3.24926  0.10
H -0.45293 4.05113 5.00635  0.09
H -1.07361 5.51308 4.22840  0.09
H 0.59343 5.45876 4.79691  0.10
H 0.18815 3.89334 -1.63414  0.11
H 1.44459 4.70462 -3.61960  0.11
H 3.39099 6.19762 -3.32094  0.11
H 4.10160 6.85289 -1.04311  0.12
H 2.89656 5.98412 0.92782  0.12

Output
Total charge: +2
Orbital gap (eV): 6.91
Relative energy (zero: lowest compared OMol25 entry of this formula, charge and spin) (eV): 0.000
HOMO level (eV): -12.85



Per-record LUMO energy, eV: -2.6168; -4.1796; -5.9342
Per-record M, g/mol: 502.658; 516.734; 801.899